Arrangement one

# C2H12N2O3

A 4-piece molecular cluster, C2H12N2O3 overall (ωB97M-V/def2-TZVPD, OMol25).

XYZ file:
```
19
C2H12N2O3, DFT ωB97M-V/def2-TZVPD
O 2.287 -2.228 0.217
O 1.946 -1.983 6.474
O 5.079 2.386 -2.940
N -3.728 0.318 -2.392
N -2.090 0.525 -0.671
C -2.487 0.632 -1.861
C -3.039 0.616 0.426
H 2.011 -1.026 6.571
H 2.187 -2.105 5.546
H -3.564 1.556 0.343
H 2.126 -3.060 -0.237
H -4.480 0.115 -1.748
H 2.238 -1.552 -0.470
H -2.534 0.617 1.363
H 5.233 3.074 -2.286
H -1.760 0.821 -2.652
H -3.753 -0.216 0.415
H 5.721 2.535 -3.640
H -4.056 0.868 -3.175
```

Output
Net charge ... -1
Highest occupied orbital energy (spin up / spin down) ... 1.29 / -5.51 eV
Spin multiplicity ... 2
Kohn-Sham gap (spin up / spin down) ... 1.7 / 8.4 eV

Arrangement two

# C2H12N2O3

A 4-piece molecular cluster, C2H12N2O3 overall (ωB97M-V/def2-TZVPD, OMol25).

XYZ file:
```
19
C2H12N2O3, DFT ωB97M-V/def2-TZVPD
O -0.817 3.782 0.759
O 2.424 0.727 1.082
O -5.090 -0.923 3.536
N -0.783 -1.843 -2.047
N 2.777 -0.569 -1.621
C 0.310 -0.851 -2.087
C 1.441 -1.078 -1.408
H -4.978 -0.184 4.138
H -0.154 4.111 0.131
H -5.051 -1.706 4.091
H -0.556 2.844 0.712
H -0.001 0.075 -2.526
H 1.362 -1.887 -0.665
H 3.130 -0.352 -0.660
H 2.759 0.789 1.999
H 3.262 -1.406 -1.939
H -1.132 -1.791 -2.992
H -1.350 -1.405 -1.312
H 2.445 1.667 0.810
```

Output
Net charge ... -1
Highest occupied orbital energy (spin up / spin down) ... 0.67 / -5.75 eV
Spin multiplicity ... 2
Kohn-Sham gap (spin up / spin down) ... 2.2 / 8.5 eV

Least stable: arrangement two

Arrangement one

# C42H51F9N6O6

A 10-piece molecular cluster, C42H51F9N6O6 overall (ωB97M-V/def2-TZVPD, OMol25).

XYZ file:
```
114
C42H51F9N6O6, DFT ωB97M-V/def2-TZVPD
F -20.812 -1.083 0.870
F -15.627 1.121 2.339
F -18.549 -7.151 3.472
F -16.014 2.719 3.783
F -19.972 -5.527 3.211
F -16.145 3.113 1.675
F -19.776 -2.297 2.372
F -18.993 -5.776 5.134
F -21.838 -2.741 1.803
O -18.265 1.050 1.731
O -19.245 -2.763 -0.513
O -17.212 -4.176 4.268
O -18.449 2.067 3.728
O -17.348 -4.980 2.195
O -20.520 -4.447 0.267
N -23.160 -4.646 6.200
N -12.918 -3.787 7.246
N -12.127 -6.193 5.034
N -16.460 -1.647 7.827
N -16.022 -2.978 -0.076
N -12.874 1.259 5.681
C -16.062 -3.412 3.921
C -18.210 -0.647 8.724
C -18.549 -10.846 3.735
C -11.959 -6.884 6.208
C -19.837 -11.416 1.807
C -19.819 1.736 3.924
C -24.077 -3.689 6.602
C -13.020 -3.796 8.599
C -12.975 -2.506 6.775
C -14.865 1.428 6.617
C -13.933 2.078 7.463
C -20.004 -5.399 -0.654
C -13.190 -7.011 6.791
C -20.646 -2.326 1.356
C -14.000 -2.718 -0.941
C -14.161 -6.456 5.922
C -16.829 -0.585 8.584
C -14.200 0.937 5.533
C -22.106 -4.037 5.560
C -19.108 -10.534 1.037
C -23.643 -2.490 6.120
C -19.972 0.378 4.580
C -19.791 -6.662 0.177
C -17.701 -4.968 3.339
C -17.833 1.694 2.634
C -15.834 -1.620 -0.220
C -13.481 -6.000 4.828
C -13.226 -2.491 9.006
C -18.839 -5.899 3.809
C -18.018 -9.859 1.605
C -20.067 -3.205 0.231
C -14.901 -3.642 -0.471
C -14.597 -1.443 -0.779
C -12.697 1.883 6.893
C -22.395 -2.701 5.503
C -19.631 -11.508 3.177
C -17.557 -2.315 7.348
C -16.374 2.209 2.615
C -18.645 -1.760 7.996
C -17.785 -9.988 2.957
C -16.399 -2.040 3.342
C -13.197 -1.669 7.866
H -14.123 -0.517 -1.061
H -19.643 -0.374 3.860
H -19.283 -10.489 -0.031
H -16.876 -1.336 4.026
H -16.931 -9.501 3.418
H -17.395 -3.053 6.581
H -12.140 0.956 5.071
H -12.899 -2.362 5.709
H -20.662 -5.572 -1.505
H -18.336 -11.023 4.782
H -20.385 2.529 4.403
H -21.794 -1.979 4.974
H -24.934 -3.955 7.194
H -20.671 -11.943 1.353
H -21.008 0.188 4.848
H -15.515 -1.517 2.975
H -18.781 0.071 9.289
H -13.793 -5.611 3.873
H -16.886 -3.383 0.236
H -15.915 1.245 6.790
H -17.060 -2.189 2.485
H -21.348 -4.617 5.068
H -20.678 -6.879 0.775
H -10.981 -7.104 6.601
H -15.510 -1.929 7.629
H -15.558 -3.204 4.867
H -24.143 -1.550 6.296
H -11.372 -5.992 4.405
H -16.646 -0.950 0.009
H -12.939 -4.729 9.131
H -20.103 -12.242 3.819
H -19.293 0.249 5.427
H -13.443 -7.442 7.747
H -14.908 -4.718 -0.390
H -19.509 -7.537 -0.409
H -17.436 -9.212 0.962
H -15.397 -3.935 3.238
H -14.114 2.593 8.391
H -11.712 2.221 7.174
H -15.230 -6.457 6.048
H -20.287 1.612 2.940
H -19.649 -2.153 7.917
H -13.419 -2.121 10.000
H -16.089 0.104 8.952
H -12.811 -4.608 6.671
H -19.011 -6.508 0.922
H -23.296 -5.618 6.399
H -13.041 -2.975 -1.360
H -13.339 -0.600 7.901
H -14.553 0.422 4.656
H -19.025 -5.128 -1.056
```

Output
Highest occupied orbital energy ... -7.79 eV
Structure (SMILES) ... CCOC(=O)C(F)(F)F.CCOC(=O)C(F)(F)F.CCOC(=O)C(F)(F)F.c1cc[nH]c1.c1cc[nH]c1.c1cc[nH]c1.c1cc[nH]c1.c1cc[nH]c1.c1cc[nH]c1.c1ccccc1
Spin multiplicity ... 1
Kohn-Sham gap ... 8.1 eV

Arrangement two

# C42H51F9N6O6

A 10-piece molecular cluster, C42H51F9N6O6 overall (ωB97M-V/def2-TZVPD, OMol25).

XYZ file:
```
114
C42H51F9N6O6, DFT ωB97M-V/def2-TZVPD
F 7.651 -3.085 -3.675
F -3.270 -5.846 -0.542
F -1.604 0.990 -2.413
F 7.581 -4.937 -4.776
F -2.569 -0.939 -2.329
F -3.412 0.788 -1.241
F -1.959 -4.148 -0.238
F -3.713 -4.411 1.003
F 6.361 -3.258 -5.411
O -4.948 -2.938 -0.814
O -0.247 -0.026 -0.415
O -2.064 -0.785 0.558
O 5.690 -3.784 -2.278
O -3.675 -3.823 -2.437
O 4.767 -5.040 -3.878
N -4.650 0.081 -5.294
N 4.265 -0.362 -3.252
N 6.740 -0.685 1.661
N -2.238 -2.338 3.269
N 2.367 4.434 0.843
N -6.500 4.348 -0.342
C 5.664 -1.110 3.553
C 6.034 0.935 -2.720
C 3.782 0.794 -2.723
C 6.801 -1.366 2.822
C -4.161 1.208 -4.661
C 6.859 -3.913 -4.357
C 4.079 -2.798 -0.748
C 0.348 3.531 0.558
C -6.514 -1.124 -1.044
C -0.184 0.860 4.726
C -3.987 -3.718 -1.294
C -6.357 1.058 -4.259
C -6.007 0.084 -5.142
C -1.548 -2.600 5.325
C -5.064 4.970 -1.922
C 0.779 1.661 4.140
C 1.155 4.215 1.441
C -5.409 3.940 -1.077
C 1.050 3.458 -0.664
C 1.688 2.409 4.924
C 5.637 -0.233 -3.279
C -5.974 6.028 -1.713
C -1.162 -2.745 4.009
C -3.230 -4.559 -0.233
C -1.523 -0.256 -0.373
C -6.821 5.622 -0.717
C 4.604 -4.087 -1.383
C -5.175 1.822 -3.982
C 5.557 0.050 1.600
C -5.536 -2.044 -1.761
C 0.746 1.400 6.871
C 5.650 -4.347 -3.489
C -0.148 0.677 6.111
C 4.827 1.607 -2.324
C 0.544 -0.227 0.759
C -2.292 0.162 -1.614
C -2.868 -2.137 5.373
C 1.651 2.287 6.306
C 2.302 3.976 -0.443
C 4.901 -0.194 2.774
C 1.992 0.099 0.411
C -3.275 -1.978 4.061
H 3.166 4.007 -1.086
H -2.228 -2.233 2.266
H 1.018 4.440 2.487
H 3.113 4.861 1.356
H -0.965 -2.852 6.200
H -6.145 -0.754 -0.089
H 3.910 0.188 2.960
H 3.210 -2.396 -1.259
H -4.290 4.954 -2.673
H 5.296 -1.534 4.471
H -0.891 0.059 6.595
H 0.721 1.876 3.079
H 3.710 -1.107 -3.625
H 2.130 1.177 0.299
H 6.240 -1.031 -3.683
H 7.625 -2.037 3.008
H -7.581 6.181 -0.194
H 5.054 -4.706 -0.607
H 2.349 -0.435 -0.463
H -4.734 -1.414 -2.151
H 7.408 -0.700 0.913
H -0.270 -3.089 3.517
H 0.461 -1.250 1.122
H -3.478 -1.902 6.229
H -6.615 -0.717 -5.534
H -6.656 -0.226 -1.647
H -5.139 2.671 -3.324
H -7.305 1.235 -3.778
H -6.879 3.830 0.426
H -6.015 6.987 -2.198
H 2.252 2.992 6.865
H -0.902 0.414 4.048
H -4.071 -0.595 -5.752
H 3.822 -3.050 0.284
H -0.629 3.128 0.776
H -7.473 -1.628 -0.932
H 2.618 -0.056 1.289
H 2.715 0.933 -2.647
H 5.399 0.732 0.781
H -4.928 2.994 -0.896
H 0.676 3.029 -1.580
H 3.826 -4.637 -1.905
H 4.763 2.593 -1.898
H 0.726 1.293 7.950
H -6.044 -2.564 -2.572
H 2.304 3.124 4.394
H 0.178 0.478 1.506
H 7.015 1.316 -2.499
H 4.909 -2.103 -0.616
H -4.233 -1.623 3.721
H -3.127 1.493 -4.770
```

Output
Highest occupied orbital energy ... -8.07 eV
Structure (SMILES) ... CCOC(=O)C(F)(F)F.CCOC(=O)C(F)(F)F.CCOC(=O)C(F)(F)F.c1cc[nH]c1.c1cc[nH]c1.c1cc[nH]c1.c1cc[nH]c1.c1cc[nH]c1.c1cc[nH]c1.c1ccccc1
Spin multiplicity ... 1
Kohn-Sham gap ... 8.4 eV

Least stable: arrangement two

Arrangement one

# CH3NOP2S

CH3NOP2S as an isolated structure (ωB97M-V/def2-TZVPD, OMol25).

XYZ file:
```
9
CH3NOP2S, DFT ωB97M-V/def2-TZVPD
S -0.013 -1.671 -0.891
P -2.486 1.176 -0.107
P -1.463 -2.147 0.413
O -2.872 -0.217 -0.217
N -0.952 1.370 -0.396
C 0.146 0.717 -0.542
H 0.883 0.675 0.234
H -0.852 -1.538 1.544
H 0.340 0.477 -1.569
```

Output
Highest occupied orbital energy ... -8.96 eV
Spin multiplicity ... 1
Kohn-Sham gap ... 7.6 eV

Arrangement two

# CH3NOP2S

One molecule with the formula CH3NOP2S (ωB97M-V/def2-TZVPD, OMol25).

XYZ file:
```
9
CH3NOP2S, DFT ωB97M-V/def2-TZVPD
S 0.771 1.040 1.215
P 0.403 -0.881 1.705
P 0.162 -1.577 -1.213
O 0.745 -1.890 0.277
N -0.172 -0.083 -1.290
C -0.170 1.051 -0.576
H 0.328 1.802 -1.065
H -1.185 1.367 -0.229
H -0.882 -0.828 1.176
```

Output
Highest occupied orbital energy ... -9.22 eV
Structure (SMILES) ... C1N=POPS1
Spin multiplicity ... 1
Kohn-Sham gap ... 9.2 eV

Least stable: arrangement one

Arrangement one

# C9H18N2O3

One molecule with the formula C9H18N2O3 (ωB97M-V/def2-TZVPD, OMol25).

XYZ file:
```
32
C9H18N2O3, DFT ωB97M-V/def2-TZVPD
O 0.668 -1.792 -1.289
O 4.563 -1.170 0.619
O 4.517 1.079 0.314
N -0.659 -0.440 1.865
N 1.612 -0.521 0.364
C -2.935 -1.453 -0.523
C 2.224 1.132 -1.283
C 2.721 -0.153 -0.543
C 0.562 -1.157 -0.254
C 4.018 -0.038 0.148
C -2.631 0.882 0.258
C -1.908 2.231 0.066
C -0.759 -0.965 0.497
C -1.879 -0.405 -0.343
H -0.332 -1.025 2.612
H -1.043 2.233 0.602
H -1.900 2.457 -1.034
H -1.551 -0.072 2.183
H -3.785 -1.195 -1.020
H -3.324 -1.878 0.404
H 1.398 -0.036 1.232
H 1.283 0.910 -1.870
H 5.352 -0.979 1.124
H -3.545 0.652 -0.335
H -0.973 -2.042 0.619
H -2.534 -2.363 -0.921
H 2.761 -0.920 -1.262
H -2.616 3.116 0.340
H -1.520 -0.044 -1.422
H 1.993 1.862 -0.497
H 3.040 1.594 -1.894
H -2.817 0.498 1.244
```

Output
Highest occupied orbital energy ... -9.36 eV
Structure (SMILES) ... CC[C@H](C)[C@H](N)C(=O)N[C@@H](C)C(=O)O
Spin multiplicity ... 1
Kohn-Sham gap ... 10.0 eV

Arrangement two

# C9H18N2O3

One molecule with the formula C9H18N2O3 (ωB97M-V/def2-TZVPD, OMol25).

XYZ file:
```
32
C9H18N2O3, DFT ωB97M-V/def2-TZVPD
O 1.159 -0.810 -1.131
O 2.517 -0.182 0.497
O -0.462 2.414 -0.833
N -1.755 0.588 -0.341
N 0.424 0.708 0.473
C -2.012 -0.683 0.415
C -2.816 1.118 -1.297
C 3.558 -0.963 -0.055
C -3.363 -0.587 1.232
C 1.307 -0.136 -0.137
C -0.568 1.321 -0.310
C 0.869 1.673 1.418
C 4.675 -0.100 -0.688
C -1.868 -1.848 -0.479
H -1.205 -0.647 1.277
H -3.140 2.202 -0.931
H 5.011 0.629 0.069
H 4.415 0.473 -1.504
H -3.148 0.211 1.861
H 1.492 1.115 2.250
H -3.602 0.425 -1.234
H -1.012 -1.936 -1.038
H -3.508 -1.586 1.705
H -1.927 -2.813 0.056
H -0.089 2.209 1.821
H 3.215 -1.693 -0.796
H 1.480 2.516 0.896
H 4.011 -1.416 0.807
H -4.266 -0.372 0.549
H 5.532 -0.821 -1.059
H -2.592 -2.049 -1.158
H -2.333 1.042 -2.332
```

Output
Highest occupied orbital energy ... -9.30 eV
Structure (SMILES) ... CCOC(=O)N(C)C(=O)N(C)C(C)C
Spin multiplicity ... 1
Kohn-Sham gap ... 10.1 eV

Least stable: arrangement two

Arrangement one

# C6H15NO

A 2-piece molecular cluster, C6H15NO overall (ωB97M-V/def2-TZVPD, OMol25).

XYZ file:
```
23
C6H15NO, DFT ωB97M-V/def2-TZVPD
O -2.392 -1.670 -3.443
N 1.050 0.016 1.182
C -0.671 0.862 -0.322
C -0.514 1.802 0.866
C 1.065 -0.760 -1.204
C 0.891 1.448 1.344
C 0.226 -0.358 0.004
C 0.773 -0.783 2.351
H 1.471 -1.770 -1.187
H 1.119 1.906 2.311
H -0.564 2.867 0.624
H -1.800 -2.419 -3.653
H -0.500 1.317 -1.302
H 1.534 -0.683 3.124
H -1.690 0.483 -0.442
H -0.417 -1.192 0.259
H -1.260 1.562 1.627
H -2.740 -1.397 -4.312
H 1.862 -0.027 -1.324
H -0.227 -0.627 2.792
H 0.767 -1.843 2.074
H 1.620 1.907 0.696
H 0.396 -0.638 -2.064
```

Output
Net charge ... -1
Highest occupied orbital energy (spin up / spin down) ... 1.19 / -5.67 eV
Spin multiplicity ... 2
Kohn-Sham gap (spin up / spin down) ... 2.1 / 8.9 eV

Arrangement two

# C6H15NO

A 2-piece molecular cluster, C6H15NO overall (ωB97M-V/def2-TZVPD, OMol25).

XYZ file:
```
23
C6H15NO, DFT ωB97M-V/def2-TZVPD
O -1.258 -2.708 -3.098
N -1.730 -0.454 2.382
C -1.431 -0.772 -0.055
C 1.802 1.652 -0.153
C 0.350 0.416 1.423
C -1.159 0.100 1.166
C 2.744 2.013 -1.237
C 1.316 0.492 0.270
H 3.757 2.158 -0.853
H 2.885 1.267 -2.025
H -1.875 -2.503 -2.413
H -0.435 -2.291 -2.790
H -1.459 -1.816 0.282
H -0.817 -0.701 -0.942
H 2.314 2.848 -1.802
H -1.644 1.067 0.970
H -2.497 -0.584 -0.253
H 1.566 -0.524 -0.011
H -2.580 0.000 2.671
H -1.084 -0.571 3.133
H 1.430 2.528 0.382
H 0.354 1.335 2.007
H 0.669 -0.417 2.070
```

Output
Net charge ... -1
Highest occupied orbital energy (spin up / spin down) ... 1.27 / -5.87 eV
Spin multiplicity ... 2
Kohn-Sham gap (spin up / spin down) ... 2.6 / 9.6 eV

Least stable: arrangement two